92
Properties=species:S:1:pos:R:3:forces:R:3:mulliken_charge:R:1 method="wB97M-V/def2-TZVPD" energy_ev=-509623.8267 e_lumo_ha=0.0172 smiles="COP(=O)(OC)OC.COP(=O)(OC)OC.COP(=O)(OC)OC.COP(=O)(OC)OC.BrCCBr.BrCCBr.BrCCBr" fmax_ev_per_a=3.20 spin_multiplicity=1 homo_lumo_gap_ev=10.35 e_above_lowest_kcal_mol=27.42
C -0.8364 -2.3056 -7.0084 0.728 0.349 -0.746 -0.732
O -0.2825 -2.6596 -5.7267 0.965 -1.082 -0.588 -0.056
P 0.8922 -3.8135 -5.7380 -1.232 1.539 1.474 0.704
O 1.7781 -3.8334 -6.8654 0.851 0.180 -1.491 -0.750
O 1.5654 -3.5213 -4.3260 0.307 0.781 -0.015 -0.014
C 2.4239 -2.3533 -4.1485 0.459 0.535 1.829 -0.789
O 0.1657 -5.1860 -5.5223 -0.377 -0.082 -0.246 -0.357
C -0.8416 -5.3033 -4.5452 -0.968 -0.207 2.118 -0.592
H -0.0662 -1.8888 -7.6873 -0.119 -0.064 0.598 0.305
H -1.5734 -1.5223 -6.8293 -0.131 -0.387 -0.013 0.219
H -1.2142 -3.1670 -7.5739 -0.368 0.090 0.520 0.303
H 2.8808 -1.9580 -5.0574 -0.219 -0.483 -0.147 0.462
H 3.2347 -2.6406 -3.4184 -0.746 -0.009 -0.991 0.295
H 1.9254 -1.4837 -3.6194 -0.121 -1.173 -0.802 0.197
H -1.0177 -4.3790 -3.9692 0.192 -0.082 -0.498 0.233
H -0.5226 -6.0281 -3.7787 0.025 0.034 -0.449 0.271
H -1.8403 -5.6275 -4.8925 0.774 0.113 -0.561 0.287
C -0.9294 -5.6695 2.6210 -0.746 0.867 0.974 -0.698
O -0.1960 -5.2416 1.5049 0.808 0.990 -0.900 -0.338
P -0.2424 -3.7179 0.9818 -1.345 -0.122 -0.504 0.922
O -1.5606 -3.3129 0.3942 2.133 -0.191 1.252 -0.777
O 0.9822 -3.7596 -0.0516 -0.388 1.643 2.387 -0.357
C 0.8881 -4.3517 -1.3178 -0.088 -0.892 -0.260 -0.621
O 0.2603 -2.8641 2.2829 -2.055 -0.299 -2.146 0.189
C 1.4489 -3.3129 2.8637 0.803 -1.074 0.271 -0.790
H -0.9165 -4.9228 3.4598 0.045 -0.461 -0.740 0.268
H -0.4347 -6.5600 2.9807 -0.280 -0.402 0.012 0.273
H -1.9689 -5.7985 2.3046 0.120 -0.385 0.343 0.287
H 0.4897 -3.6735 -2.0822 -0.274 -0.297 0.364 0.176
H 0.3229 -5.2793 -1.1376 0.048 0.191 -0.977 0.384
H 1.9140 -4.5819 -1.5840 0.045 -0.210 -0.234 0.269
H 2.2211 -3.0228 2.1878 1.063 0.201 -0.093 0.191
H 1.4311 -4.4162 2.9082 0.233 0.463 0.372 0.365
H 1.5826 -2.8670 3.8452 -0.133 0.040 -0.031 0.220
C -4.8902 3.5364 3.6410 -0.046 1.609 1.591 -0.625
O -4.6517 2.1519 3.5865 -0.825 -0.501 -0.949 -0.338
P -3.3552 1.5946 4.2582 2.662 1.341 -0.224 0.888
O -2.0632 2.2826 3.9199 -1.831 -0.723 0.060 -0.360
O -3.3825 0.0677 3.9928 0.111 -0.141 -0.843 -0.380
C -2.8913 -0.4045 2.7228 0.965 -1.918 -0.198 -0.145
O -3.7070 1.6662 5.7768 -0.930 -0.051 0.247 -0.351
C -2.9335 0.9628 6.6928 2.277 -0.437 2.203 -0.632
H -5.8732 3.9119 3.3515 -0.221 -1.134 -0.480 0.280
H -4.1724 4.0824 3.0385 0.330 0.065 0.199 0.201
H -4.8597 3.8123 4.7192 0.435 0.287 -0.692 0.299
H -2.4681 0.2905 1.9912 -0.171 0.653 0.694 -0.124
H -3.7318 -0.8883 2.2296 0.145 -0.250 0.049 0.382
H -2.0611 -1.1375 2.9549 -1.084 0.656 -0.358 0.134
H -2.9783 -0.1501 6.6998 -0.848 0.782 -0.288 0.263
H -3.1157 1.3828 7.7031 -0.416 -0.500 -0.586 0.289
H -1.8430 1.1369 6.5887 -0.413 0.254 -0.527 0.214
C -0.6928 3.0667 -3.5141 1.397 -1.311 -0.629 -0.617
O -1.1239 3.6121 -2.3006 -0.490 -0.091 0.832 -0.378
P -0.2212 3.9547 -1.0381 0.737 0.084 -1.778 0.402
O 0.7885 2.9422 -0.6956 -0.104 0.013 0.244 0.322
O 0.3408 5.3485 -1.5120 1.045 1.045 0.718 -0.420
C 1.0549 6.3042 -0.6621 -0.269 -0.059 1.415 -0.478
O -1.2753 4.3526 0.0190 -1.151 -0.324 0.537 -0.471
C -2.0170 3.2911 0.6722 1.129 -0.446 0.591 -0.094
H 0.3065 2.5570 -3.4392 -0.808 0.388 0.229 0.202
H -0.5677 3.8534 -4.2429 -0.181 0.290 -0.273 0.300
H -1.3956 2.2984 -3.8876 0.116 0.557 0.377 0.233
H 0.3101 6.9339 -0.1088 0.481 -0.599 -0.611 0.241
H 1.6638 6.9578 -1.2830 -0.188 -0.242 -0.284 0.288
H 1.7396 5.8696 0.1343 -0.918 -0.106 -1.196 0.106
H -2.9102 3.6834 1.0723 -0.886 0.873 0.388 0.231
H -1.3891 2.9695 1.5055 -0.253 -0.278 -0.009 0.016
H -2.3074 2.4374 0.0574 0.459 0.377 -0.365 0.139
Br 4.2723 3.6947 0.1480 0.358 0.693 0.495 -0.180
C 4.0287 2.3724 -1.1998 -0.342 -0.997 0.402 0.707
C 5.2283 2.1460 -2.0502 -0.376 -1.706 -0.468 -0.578
Br 4.6759 0.7928 -3.4252 -0.059 0.401 0.022 -0.183
H 3.1242 2.6553 -1.7281 0.081 -0.062 -0.149 -0.027
H 3.8782 1.4487 -0.6356 -0.380 0.330 -0.267 -0.601
H 6.0078 1.5431 -1.6010 0.164 0.586 0.503 0.368
H 5.5895 2.9798 -2.5794 0.466 0.967 -0.600 0.450
Br -1.2804 0.2602 -1.0300 -0.448 -0.145 -0.446 -0.196
C 0.2646 0.0173 0.0914 -0.506 -0.044 1.221 1.166
C 1.3931 -0.3741 -0.7942 -0.354 -0.947 -0.057 -0.203
Br 2.9804 -0.6978 0.3109 -0.303 -0.266 -0.176 -0.182
H -0.0214 -0.8166 0.7745 0.405 0.803 -0.387 -0.194
H 0.4092 0.9553 0.6224 0.054 -0.124 -0.015 -0.645
H 1.6490 0.3466 -1.5635 0.029 0.103 0.107 0.458
H 1.0109 -1.3178 -1.2170 1.035 0.154 -0.204 -0.075
Br 1.0900 0.3014 4.3007 -0.033 0.947 0.110 -0.211
C 1.1224 2.3235 4.3872 -0.293 -0.515 -0.889 -0.245
C 1.8015 2.7951 3.0831 -1.987 -0.790 0.148 0.057
Br 1.8482 4.7028 3.0535 0.153 0.777 0.156 -0.175
H 1.6370 2.5917 5.2989 0.315 -0.054 0.003 0.431
H 0.0666 2.6214 4.4502 0.389 -0.194 -0.176 0.110
H 1.1393 2.5414 2.2140 0.932 -0.069 0.744 -0.476
H 2.7955 2.4087 2.9896 0.433 -0.127 -0.239 0.465

***

109
Properties=species:S:1:pos:R:3:forces:R:3:mulliken_charge:R:1 method="wB97M-V/def2-TZVPD" energy_ev=-154881.7375 e_lumo_ha=-0.2876 fmax_ev_per_a=8.66 spin_multiplicity=1 homo_lumo_gap_ev=7.25 charge=+3
Rb 0.0334 0.2613 -0.4944 -0.429 0.050 -0.615 0.009
C 2.6559 4.2733 -2.2192 -0.880 0.123 -0.549 -1.028
C 3.3921 3.0462 -1.8904 1.501 0.691 2.216 0.700
O 3.4944 2.5921 -0.7750 0.165 -0.193 -2.376 -0.403
N 4.2398 2.4619 -3.0971 -1.981 -1.076 1.133 -0.054
H 3.6947 2.7272 -3.9049 0.003 0.307 -0.615 0.398
H 5.1745 2.8254 -3.2171 0.445 0.336 0.383 0.372
C 4.1973 0.9406 -3.0721 0.225 0.015 -0.165 -0.822
H 3.2563 5.0904 -2.6192 0.441 -0.157 0.063 0.495
H 2.0838 4.6153 -1.3567 0.107 -0.133 -0.143 0.064
H 1.9350 4.0528 -3.0064 -0.298 -0.032 -0.086 0.288
H 3.1478 0.6513 -3.1254 0.096 -0.128 -0.033 0.221
H 4.6554 0.5585 -2.1598 -0.036 0.159 -0.144 0.347
H 4.7337 0.6159 -3.9637 -0.097 -0.203 0.169 0.391
C -1.6914 2.5781 -6.0245 -0.018 -0.611 0.285 -0.723
C -2.5934 1.3750 -6.3735 -1.172 0.220 -5.472 0.591
O -3.0281 1.2170 -7.5664 1.849 0.095 6.741 -0.495
N -2.9611 0.2792 -5.2865 -1.461 3.017 -0.315 0.081
H -3.7535 -0.2130 -5.6737 -0.733 0.073 -0.218 0.433
H -2.2230 -0.3947 -5.4326 1.402 -0.860 0.967 0.181
C -3.3048 0.8400 -3.8511 1.076 -0.573 -0.972 -0.714
H -2.2515 3.3397 -5.4819 -0.235 -0.001 -0.086 0.335
H -1.2543 2.9949 -6.9318 -0.714 -0.147 -0.268 0.398
H -0.8033 2.4023 -5.4174 -0.336 -0.751 0.418 0.055
H -4.0781 1.5919 -4.0081 0.204 -0.109 0.190 0.411
H -2.3955 1.2246 -3.3893 -0.043 0.405 -0.549 0.152
H -3.5965 0.0542 -3.1543 -0.366 -0.300 -0.631 0.428
C -1.2315 -4.7072 0.3748 -1.083 -0.918 -0.422 -0.763
C -0.6989 -5.8412 -0.5000 2.199 2.709 -3.354 0.408
O -0.3587 -5.7073 -1.6731 -1.524 -1.681 4.350 -0.392
N -0.1982 -7.0621 0.3349 -0.435 -1.361 -1.086 -0.220
H 0.8014 -7.0723 0.4792 0.887 0.282 -1.043 0.383
H -0.4598 -6.9458 1.3035 -1.098 -0.136 0.287 0.396
C -0.6318 -8.4767 -0.2029 -0.329 0.449 1.180 -0.813
H -1.7029 -3.9381 -0.2370 0.730 0.113 -0.241 0.191
H -0.4290 -4.3292 1.0082 0.061 0.120 -0.185 0.093
H -2.0784 -5.0062 0.9924 0.163 -0.431 0.362 0.647
H -1.7190 -8.5097 -0.1326 0.108 0.109 -0.155 0.367
H -0.2352 -9.1891 0.5203 0.070 0.030 -0.145 0.383
H -0.3036 -8.7389 -1.2087 0.259 0.782 0.125 0.327
C 1.8055 -1.9771 3.0131 -0.084 0.796 0.548 -0.623
C 0.9250 -1.3825 4.1089 -2.410 3.148 -2.635 0.309
O 0.1711 -0.3992 3.9073 3.388 -4.773 2.642 -0.333
N 0.9694 -2.2228 5.5050 -2.356 0.802 -0.906 -0.164
H 1.5805 -3.0268 5.4870 0.629 -0.034 -0.389 0.398
H 1.2687 -1.5736 6.2184 0.400 0.202 0.345 0.399
C -0.4340 -2.7481 5.9912 1.518 0.269 0.155 -0.764
H 1.4195 -2.9530 2.7184 0.289 -0.127 0.138 0.418
H 2.8652 -1.9722 3.2682 0.006 -0.712 0.528 0.598
H 1.8300 -1.3433 2.1267 -0.748 0.078 0.088 -0.246
H -0.7932 -3.5125 5.3022 -0.241 0.646 -0.228 0.327
H -1.0185 -1.8467 6.1750 -0.327 -0.506 -0.362 0.289
H -0.1994 -3.2600 6.9245 -0.166 0.181 0.114 0.415
C -1.4428 3.1614 3.8011 0.351 -0.751 0.697 -0.702
C -2.5163 2.8335 4.8113 -0.521 2.733 2.189 0.274
O -2.8201 3.5341 5.7722 0.805 -2.467 -2.627 -0.489
N -3.3598 1.6257 4.5080 -0.825 0.678 -0.102 0.536
H -2.8958 1.0819 3.7945 -0.043 -0.287 -1.357 -0.263
H -3.3134 0.9928 5.2938 -0.576 0.024 0.786 0.438
C -4.8222 2.0273 4.1400 0.120 -0.225 -0.155 -0.745
H -0.7405 2.3461 3.6276 -0.401 -0.609 -0.081 0.110
H -0.7893 3.9162 4.2386 -0.683 0.569 -0.271 0.458
H -1.9074 3.3684 2.8371 0.131 0.421 -0.057 0.408
H -4.8500 2.6037 3.2153 0.643 0.230 0.184 0.357
H -5.2415 2.6012 4.9664 0.251 -0.161 -0.051 0.376
H -5.4334 1.1607 3.8878 0.447 -0.320 0.503 0.342
C 3.8174 1.1882 2.3727 0.105 1.437 -0.448 -0.900
C 2.6828 2.2230 2.3880 -1.778 -3.284 -1.255 0.122
O 1.5591 1.9041 2.0346 2.548 2.192 1.229 0.197
N 3.0355 3.6150 2.8863 -2.871 0.230 -1.010 -0.078
H 3.0747 3.5139 3.8904 -0.223 0.241 0.739 0.403
H 3.9821 3.8655 2.6388 0.364 0.282 -0.603 0.445
C 1.9528 4.7592 2.4877 1.636 0.249 0.822 -0.385
H 4.0026 0.6946 3.3267 -0.250 0.133 0.097 0.379
H 4.7320 1.7106 2.0921 0.265 -0.146 0.059 0.530
H 3.6033 0.4711 1.5803 -0.176 -0.062 0.139 -0.135
H 1.9099 4.9390 1.4135 0.255 -0.572 0.111 0.189
H 2.4128 5.6111 2.9885 -0.207 0.198 -0.219 0.416
H 0.9517 4.6347 2.9006 0.396 -0.824 0.016 0.061
P -1.3052 3.7305 -1.4766 -1.507 2.176 -1.193 1.556
F -0.2669 4.9297 -1.5758 0.788 0.549 0.391 -0.420
F -0.6461 3.2710 -0.0116 -0.456 0.155 -0.610 -0.446
F -2.4008 4.7819 -0.8238 1.143 -1.260 0.530 -0.369
F -2.3634 2.5580 -1.4066 0.137 -1.125 0.655 -0.340
F -1.9222 4.1223 -2.9298 0.389 -0.115 -0.120 -0.346
F -0.1941 2.8040 -2.2659 -0.085 -0.691 0.656 -0.574
P -2.9078 -0.9082 1.6677 -0.242 -1.512 -0.076 1.451
F -4.3678 -0.4853 2.2032 0.067 0.106 -0.839 -0.367
F -3.1314 -0.2769 0.1842 0.287 -0.564 1.208 -0.298
F -2.3258 0.5253 2.1830 0.283 0.763 0.123 -0.474
F -1.3422 -1.3339 1.3374 -0.322 0.250 -0.302 -0.520
F -2.6593 -1.5046 3.1791 0.423 0.051 0.310 -0.393
F -3.3711 -2.3827 1.1938 -0.095 0.908 -0.021 -0.357
P 2.7029 -2.3263 -0.8660 0.275 -0.913 -3.340 1.491
F 4.3400 -2.1116 -0.9679 -1.725 -0.061 0.162 -0.392
F 2.6998 -3.7760 -1.5902 0.952 0.578 0.829 -0.369
F 2.8870 -3.0071 0.5926 -0.378 0.263 -0.010 -0.418
F 1.0918 -2.4308 -0.8728 -0.634 -0.142 1.702 -0.341
F 2.5253 -0.8381 -0.1496 0.586 0.106 0.401 -0.372
F 2.4800 -1.6267 -2.3473 1.111 0.393 0.872 -0.288
N -0.8922 -1.4321 -5.3457 3.200 3.308 -1.166 -0.628
S 0.5510 -0.5330 -5.1548 4.767 0.710 -3.207 1.098
O 1.7970 -1.3294 -5.3899 -3.867 2.117 1.321 -0.582
O 0.5824 0.5256 -4.1311 -0.578 -1.716 -1.712 -0.356
F 0.4868 0.2893 -6.5644 -0.803 -0.544 1.408 -0.324
S -0.7178 -2.2016 -4.0403 -0.825 -6.389 5.788 0.930
O -0.8187 -1.4658 -2.7847 0.924 0.487 -1.089 -0.091
O 0.1429 -3.3752 -4.0736 -0.887 2.426 -0.164 -0.616
F -2.1418 -2.8355 -3.9789 -1.312 -0.475 -0.883 -0.330